Formula: C19H21N5O4S
Source: OMol25
Level of theory: wB97M-V/def2-TZVPD

2S+1: 1
E_LUMO: 0.351 eV
orbital gap: 9.21 eV
SMILES string: COC(=O)[C@@H](C)Sc1nnc(Cc2cc(=O)[nH]c(=O)[nH]2)n1-c1cc(C)ccc1C
relative energy (zero: lowest compared OMol25 entry of this formula, charge and spin): 0.0 kJ/mol

```
50
Properties=species:S:1:pos:R:3:lowdin_charge:R:1
C 4.71664 -0.01713 1.25458 -0.04
O 4.04690 -0.42374 0.06898 -0.09
C 4.13263 0.42074 -0.95831 -0.59
O 4.80290 1.41433 -0.97107 0.13
C 3.37115 -0.06971 -2.17991 -0.51
C 4.29186 -0.90754 -3.05817 -0.10
S 1.91687 -1.07371 -1.70947 1.06
C 1.21897 0.03708 -0.58550 -0.59
N 1.70362 1.19899 -0.23993 0.07
N 0.86752 1.72499 0.66998 0.07
C -0.11641 0.89151 0.86474 -0.28
C -1.24916 1.10927 1.80151 -0.02
C -2.03079 2.34369 1.43195 -0.24
C -3.37851 2.39353 1.45002 0.03
C -4.07531 3.61769 1.10651 -0.47
O -5.27503 3.77161 1.08089 0.07
N -3.21859 4.66755 0.78155 0.20
C -1.84382 4.65084 0.73901 -0.50
O -1.17939 5.60467 0.42664 0.09
N -1.29257 3.43544 1.09208 0.18
N 0.04898 -0.21587 0.07915 0.04
C -0.78307 -1.35278 -0.04954 -0.20
C -0.34447 -2.55375 0.49142 0.03
C -1.12403 -3.69517 0.39787 -0.27
C -0.65171 -5.00033 0.95673 -0.05
C -2.35257 -3.59947 -0.24755 -0.03
C -2.77778 -2.40557 -0.79530 -0.02
C -2.00304 -1.25386 -0.71662 -0.20
C -2.47236 0.02756 -1.33442 -0.01
H 5.76754 0.18863 1.04358 0.10
H 4.25005 0.88835 1.64728 0.10
H 4.61814 -0.83945 1.95874 0.09
H 3.00618 0.80603 -2.72129 0.12
H 3.76679 -1.23189 -3.95374 0.08
H 5.15373 -0.31101 -3.34885 0.09
H 4.63421 -1.78622 -2.51518 0.08
H -0.84349 1.25570 2.80812 0.14
H -1.90023 0.23497 1.81259 0.13
H -3.97932 1.54491 1.72809 0.12
H -3.65818 5.54695 0.53376 0.17
H -0.27821 3.32764 1.01804 0.13
H 0.61662 -2.58615 0.98363 0.13
H -1.46792 -5.52839 1.44498 0.08
H -0.27863 -5.63307 0.15146 0.09
H 0.15268 -4.85112 1.67204 0.08
H -2.97829 -4.47597 -0.32790 0.12
H -3.72983 -2.35799 -1.30270 0.12
H -3.04871 -0.18130 -2.23228 0.09
H -1.63696 0.67135 -1.60202 0.09
H -3.11563 0.57717 -0.64617 0.07
```